The following is a DFT calculation (wB97M-V/def2-TZVPD) of a structure of composition C20H22CoIN3O in a non-equilibrium geometry.

Each line ends with the Löwdin spin population.
Geometry (Å):
Co (-0.2887, 1.2790, -0.5311)  2.63
N (-2.0934, 0.0974, -0.4477)  0.04
C (-1.2268, -1.1044, -0.5805)  0.04
C (-1.8088, -2.1272, -1.4949)  0.18
C (-1.3122, -3.3829, -1.7152)  0.01
C (-0.1748, -3.9564, -1.1495)  0.19
C (0.7688, -3.2786, -0.2237)  0.03
C (0.4171, -1.2727, 1.4199)  0.48
C (1.4233, -0.2558, 1.4334)  0.05
C (2.6327, -0.5237, 2.1006)  0.09
C (3.6176, 0.4431, 2.1688)  -0.01
C (3.4138, 1.6811, 1.5732)  0.10
C (2.2269, 1.9386, 0.8901)  0.02
C (1.2035, 0.9964, 0.7931)  0.17
H (-2.6379, 0.2333, -1.2952)  0.00
H (-2.7398, 0.0187, 0.3275)  0.00
H (-2.6512, -1.8054, -2.0963)  0.01
H (-1.8452, -3.9835, -2.4420)  0.00
H (0.0845, -4.9544, -1.4805)  0.01
H (1.5215, -3.9966, 0.1032)  0.00
H (2.7875, -1.4813, 2.5815)  0.00
H (4.5407, 0.2322, 2.6916)  0.00
H (4.1869, 2.4359, 1.6347)  0.01
H (2.1095, 2.9038, 0.4043)  0.00
C (1.8667, -0.3619, -2.6069)  0.00
C (0.9867, -1.1618, -1.6907)  -0.01
C (1.4136, -2.4053, -1.2320)  -0.18
C (0.1532, -2.6559, 1.0071)  0.07
C (-0.8989, -1.5591, 0.8415)  0.06
C (-2.0943, -1.6473, 1.7786)  0.03
N (-0.1141, -0.5382, -1.3449)  -0.08
H (2.6584, -0.9650, -3.0471)  0.00
H (2.3381, 0.4415, -2.0337)  0.00
H (1.2793, 0.0887, -3.4044)  0.00
H (2.3004, -2.8022, -1.7091)  -0.01
H (-0.1006, -3.3900, 1.7692)  0.02
H (-1.8582, -2.3022, 2.6150)  0.00
H (-2.9728, -2.0604, 1.2761)  0.00
H (-2.3588, -0.6788, 2.2098)  0.00
N (-1.3265, 4.5202, 1.3737)  0.00
C (-1.3886, 4.2354, 0.0700)  0.01
O (-0.7559, 3.2968, -0.4177)  0.04
C (-2.2587, 5.1007, -0.7963)  0.00
I (-4.2242, 4.2875, -0.8187)  0.00
H (-0.7523, 3.9438, 1.9699)  0.00
H (-1.8482, 5.2794, 1.7758)  0.00
H (-1.8793, 5.0737, -1.8125)  0.00
H (-2.3204, 6.1239, -0.4381)  0.00

Computed properties:
* charge: +1
* LUMO level (alpha / beta): -3.9872 / -3.8034 eV
* ΔE to the lowest compared entry with this formula, charge and spin: 466.96 kJ/mol
* spin multiplicity: 5
* Kohn-Sham gap (alpha / beta): 5.66 / 7.50 eV